C28H53BBrNO11P | ωB97M-V with the def2-TZVPD basis set

```
96
Properties=species:S:1:pos:R:3:lowdin_charge:R:1
N -5.87 -0.72 -5.34 0.18
B -5.53 0.45 -6.05 -0.73
O -5.64 0.62 -7.42 0.11
P -4.79 1.99 -5.08 0.69
Br -5.66 2.07 -3.07 0.52
C -2.97 1.77 -5.03 -0.35
C -2.20 2.85 -4.23 -0.18
C -0.82 2.28 -3.94 -0.28
C 0.02 2.13 -5.02 -0.07
C 1.27 1.57 -4.84 -0.06
C 1.64 1.18 -3.58 -0.07
C 0.81 1.35 -2.50 -0.06
C -0.44 1.90 -2.68 -0.04
H -5.14 -0.91 -4.66 0.09
H -5.80 -1.50 -6.00 0.11
H -4.75 0.56 -7.80 0.12
H -5.16 3.17 -5.75 0.04
H -2.81 0.81 -4.51 0.11
H -2.60 1.63 -6.05 0.10
H -2.74 3.12 -3.32 0.09
H -2.04 3.71 -4.90 0.12
H -0.30 2.43 -6.02 0.12
H 1.90 1.44 -5.70 0.11
H 2.61 0.73 -3.40 0.10
H 1.15 1.02 -1.52 0.11
H -1.15 2.04 -1.87 0.12
O -10.08 2.58 2.07 0.12
C -9.70 1.63 1.45 -0.52
O -8.54 1.72 0.75 -0.01
C -7.90 0.61 0.14 -0.25
C -8.44 0.35 -1.25 -0.08
C -10.53 0.37 1.34 0.01
H -7.95 -0.27 0.78 0.12
H -6.85 0.88 0.08 0.11
H -9.50 0.08 -1.23 0.07
H -7.89 -0.47 -1.73 0.08
H -8.35 1.24 -1.87 0.05
H -11.23 0.47 0.52 0.10
H -11.08 0.26 2.27 0.09
H -9.94 -0.53 1.22 0.07
O 3.97 -0.09 -1.65 0.06
C 3.64 -0.76 -0.69 -0.55
O 3.37 -0.15 0.46 0.00
C 2.78 -0.83 1.60 -0.22
C 3.84 -1.49 2.44 -0.05
C 3.60 -2.26 -0.76 0.03
H 2.00 -1.52 1.28 0.07
H 2.28 -0.06 2.18 0.10
H 4.37 -2.27 1.88 0.07
H 3.40 -1.94 3.33 0.08
H 4.59 -0.76 2.75 0.08
H 4.59 -2.65 -0.52 0.09
H 3.34 -2.56 -1.77 0.09
H 2.86 -2.71 -0.10 0.08
O 0.17 -1.79 2.07 0.09
C 0.11 -2.78 2.76 -0.51
O 1.23 -3.48 2.99 -0.01
C 1.32 -4.54 3.96 -0.22
C 0.90 -5.87 3.37 -0.06
C -1.21 -3.29 3.30 0.02
H 0.77 -4.29 4.86 0.12
H 2.38 -4.59 4.23 0.13
H -0.15 -5.86 3.07 0.07
H 1.04 -6.67 4.09 0.08
H 1.48 -6.09 2.48 0.08
H -1.66 -3.94 2.56 0.10
H -1.86 -2.43 3.47 0.09
H -1.12 -3.81 4.25 0.07
O 1.98 0.67 4.46 0.10
C 1.66 1.82 4.52 -0.52
O 0.36 2.16 4.51 0.00
C -0.12 3.48 4.78 -0.24
C -0.14 4.33 3.53 -0.07
C 2.70 2.92 4.52 0.02
H 0.44 3.94 5.59 0.11
H -1.14 3.35 5.14 0.12
H 0.87 4.48 3.14 0.07
H -0.57 5.31 3.75 0.08
H -0.72 3.85 2.75 0.08
H 2.95 3.18 3.49 0.10
H 3.59 2.54 5.01 0.09
H 2.40 3.82 5.05 0.07
O 7.13 -2.08 1.98 0.10
C 7.56 -1.55 0.99 -0.52
O 8.53 -2.16 0.28 0.00
C 8.96 -1.72 -1.01 -0.24
C 10.04 -0.66 -0.91 -0.06
C 7.10 -0.17 0.57 0.02
H 8.12 -1.40 -1.62 0.11
H 9.37 -2.60 -1.50 0.12
H 9.66 0.24 -0.42 0.07
H 10.40 -0.38 -1.90 0.08
H 10.87 -1.02 -0.31 0.08
H 7.71 0.58 1.07 0.10
H 6.06 -0.05 0.87 0.07
H 7.13 0.00 -0.51 0.07
```

E_tot   -133911.88885 eV
HOMO level   -11.19 eV
Molar mass   701.4 u
Net charge   +1
Gap between HOMO and LUMO   7.1 eV